82
Properties=species:S:1:pos:R:3:forces:R:3:mulliken_charge:R:1 method="wB97M-V/def2-TZVPD" multiplicity=1 homo_ha=-0.3958 gap_ev=7.3498 e_tot_ev=-63868.1977 total_charge=+1
C -3.0225 -3.9888 -3.3360 0.33 -0.05 0.11 -1.10
C -2.8920 -2.5408 -2.6910 -0.19 -0.24 -0.11 0.17
C -3.9561 -2.2809 -1.5191 0.29 -0.21 -0.83 -0.72
C -3.2683 -2.2879 -0.0994 0.61 -1.17 -0.62 -0.74
S -2.9252 -0.5879 0.5581 -1.06 0.00 0.56 0.08
C -2.2515 -0.8677 2.2757 2.16 -0.17 0.37 -0.34
C -0.7114 -0.4873 2.3522 1.23 -0.63 -1.00 -0.41
N 0.1184 -1.0460 1.5358 -1.36 1.04 1.09 -0.52
H -3.7272 -4.6596 -2.7712 0.60 0.72 -0.49 0.30
H -2.0152 -4.5019 -3.3125 -1.16 0.54 -0.29 0.26
H -3.3923 -3.9117 -4.3990 0.49 -0.20 1.17 0.33
H -2.9988 -1.8011 -3.5297 0.04 -0.56 1.10 -0.24
H -1.8496 -2.4278 -2.2862 -0.92 0.05 -0.34 0.37
H -4.5502 -1.3528 -1.7436 0.58 -0.77 0.54 0.40
H -4.6808 -3.1415 -1.5730 0.62 0.94 0.41 0.34
H -3.8625 -2.8266 0.6992 0.44 1.12 -0.72 0.53
H -2.2847 -2.8362 -0.1755 -0.92 0.69 0.18 0.45
H -1.9747 0.0491 -0.2240 -0.02 -1.05 0.67 0.25
H -2.8213 -0.3029 3.0552 0.14 -0.47 -1.09 0.41
H -2.2864 -1.9837 2.4579 -0.26 1.27 -0.27 0.42
H -0.2809 0.2240 3.1033 -1.19 -0.47 -0.32 0.41
H 1.0702 -0.6906 1.7205 -0.42 -0.33 -0.11 0.34
F -1.6684 -0.3869 -4.8269 0.10 -0.15 -0.02 -0.38
C -2.2776 0.8136 -4.8543 -0.33 0.67 -0.06 0.21
C -1.8899 1.7865 -3.9497 0.13 -0.13 0.23 -0.34
C -2.5124 3.0286 -3.9766 -0.24 -0.13 -0.16 -0.45
C -3.5208 3.2798 -4.9005 -0.05 0.04 0.04 -0.49
C -3.9050 2.2918 -5.8010 0.19 0.03 0.24 -0.44
C -3.2766 1.0515 -5.7821 -0.03 -0.19 -0.10 -0.42
H -1.1065 1.5699 -3.2317 0.07 0.00 -0.08 0.73
H -2.2110 3.8003 -3.2777 0.00 -0.05 -0.03 0.37
H -4.0073 4.2479 -4.9181 0.05 -0.06 -0.03 0.42
H -4.6934 2.4872 -6.5178 0.08 -0.03 0.02 0.40
H -3.5563 0.2732 -6.4815 0.04 0.01 0.03 0.47
F -0.0820 -0.9624 9.7747 0.00 0.01 0.02 -0.31
C -0.1959 -1.1857 8.4613 -0.03 -0.11 -0.51 0.16
C -0.2010 -0.1107 7.5884 0.03 0.26 0.03 -0.51
C -0.3142 -0.3439 6.2239 -0.03 -0.35 0.09 -0.30
C -0.4317 -1.6473 5.7490 -0.06 0.07 -0.01 0.15
C -0.4299 -2.7177 6.6365 -0.24 0.29 -0.01 -0.67
C -0.3058 -2.4870 8.0010 -0.11 -0.13 0.13 -0.29
H -0.1167 0.8963 7.9775 0.02 -0.06 0.03 0.43
H -0.3116 0.4901 5.5312 0.01 0.03 0.11 0.26
H -0.5245 -1.8284 4.6834 0.06 -0.07 0.06 0.27
H -0.5251 -3.7315 6.2655 0.03 0.04 0.06 0.38
H -0.2932 -3.3084 8.7067 -0.01 0.05 0.01 0.45
F 1.5175 4.5582 -0.1726 -0.04 0.03 0.04 -0.31
C 1.8648 3.3951 -0.7417 0.15 -0.42 -0.25 0.29
C 1.2632 2.2231 -0.3127 -0.16 -0.04 0.09 -0.33
C 1.6197 1.0170 -0.9068 0.16 0.23 -0.16 -0.08
C 2.5797 0.9957 -1.9140 -0.01 -0.11 -0.04 -0.84
C 3.1796 2.1790 -2.3318 -0.21 -0.09 0.22 -0.27
C 2.8169 3.3868 -1.7468 0.07 0.11 0.03 -0.67
H 0.5236 2.2594 0.4790 0.03 0.09 0.00 0.40
H 1.1502 0.0937 -0.5846 0.04 0.04 -0.03 0.46
H 2.8599 0.0548 -2.3732 -0.01 0.07 0.03 0.41
H 3.9299 2.1607 -3.1133 -0.06 0.02 0.04 0.42
H 3.2674 4.3185 -2.0658 -0.02 0.00 0.10 0.54
F -1.2008 4.5603 -6.7885 -0.09 0.00 -0.03 -0.22
C 0.1168 4.7098 -6.5692 0.63 0.09 0.07 0.17
C 0.9108 5.2775 -7.5513 -0.09 0.05 -0.15 -0.56
C 2.2727 5.4349 -7.3189 -0.10 -0.15 0.27 -0.39
C 2.8253 5.0131 -6.1128 0.05 0.02 -0.04 -0.67
C 2.0160 4.4401 -5.1382 0.07 0.14 -0.27 0.27
C 0.6547 4.2929 -5.3644 -0.18 -0.10 0.16 -0.19
H 0.4643 5.5920 -8.4865 -0.02 -0.01 0.05 0.42
H 2.9025 5.8847 -8.0768 -0.07 -0.03 0.02 0.38
H 3.8881 5.1319 -5.9346 -0.07 0.00 -0.02 0.39
H 2.4441 4.1064 -4.2007 -0.10 0.05 -0.13 0.07
H 0.0105 3.8571 -4.6118 0.00 0.00 -0.07 0.28
F 4.6905 -4.5271 3.6561 0.01 -0.01 -0.12 -0.31
C 4.3902 -4.2646 4.9393 -0.12 0.11 0.60 0.28
C 3.1095 -3.8521 5.2654 -0.11 0.02 -0.14 -0.57
C 2.7968 -3.5851 6.5930 0.35 -0.08 0.05 0.42
C 3.7709 -3.7235 7.5768 -0.03 0.01 0.03 -0.53
C 5.0551 -4.1340 7.2353 -0.24 0.05 -0.12 -0.39
C 5.3664 -4.4118 5.9095 0.17 -0.05 -0.08 -0.44
H 2.3666 -3.7422 4.4840 0.04 -0.04 -0.01 0.44
H 1.7967 -3.2692 6.8602 0.29 -0.04 -0.07 -0.09
H 3.5272 -3.5108 8.6116 0.02 -0.01 -0.07 0.40
H 5.8140 -4.2376 8.0014 -0.03 -0.02 -0.07 0.38
H 6.3585 -4.7408 5.6264 -0.05 0.02 -0.03 0.41

***

84
Properties=species:S:1:pos:R:3:forces:R:3:mulliken_charge:R:1 method="wB97M-V/def2-TZVPD" relative_energy_kj_mol=0.0 s2=0.768 multiplicity=2 homo_ha="-0.5041 / -0.5101" gap_ev="6.8294 / 6.1164" e_tot_ev=-77791.6796 total_charge=+2
Ir -0.0917 -0.0449 -0.0299 0.55 -0.51 0.57 0.16
C -1.4503 0.3994 6.7659 0.00 0.00 0.01 -1.69
C -0.7508 -0.6421 5.8809 0.01 -0.02 -0.03 2.07
C -0.5632 -1.9505 6.6621 -0.01 0.00 0.06 -1.67
C 0.6301 -0.1116 5.4941 0.01 0.01 0.02 -1.79
C -1.6151 -0.9223 4.6563 -0.02 -0.02 0.01 0.10
C -2.9102 -1.4599 4.8352 0.01 -0.01 0.01 -0.64
C -3.7461 -1.7637 3.7860 0.02 0.03 -0.01 -1.44
C -3.2794 -1.5209 2.4944 -0.02 -0.01 0.06 1.32
S -4.0710 -1.7931 0.9710 -0.01 -0.04 0.02 -0.32
C -2.7012 -1.1972 0.1609 0.05 0.04 -0.09 0.71
N -1.7188 -0.8135 0.9502 0.00 0.08 -0.08 0.93
C -2.0106 -0.9835 2.2971 0.03 -0.03 -0.07 -2.00
C -1.1728 -0.6813 3.3702 -0.03 0.03 0.00 0.90
C -2.4857 -0.9989 -1.2656 -0.02 0.07 0.11 0.54
C -3.3558 -1.3770 -2.2736 -0.01 0.00 -0.04 -0.64
C -3.0303 -1.0914 -3.5947 -0.01 -0.03 0.01 -0.91
C -1.8421 -0.4418 -3.9045 0.02 0.04 0.00 -0.82
C -0.9597 -0.0582 -2.9009 -0.01 -0.07 0.04 -0.28
C -1.2717 -0.3407 -1.5734 -0.07 0.33 -0.23 0.20
H -0.8382 0.6091 7.6438 0.00 0.00 0.00 0.47
H -2.4202 0.0484 7.1184 -0.01 0.00 -0.01 0.35
H -1.6046 1.3361 6.2268 0.01 0.00 -0.01 0.36
H 0.0506 -1.7729 7.5457 0.03 0.00 0.00 0.54
H -0.0636 -2.7050 6.0506 0.01 0.01 -0.02 0.29
H -1.5122 -2.3651 7.0018 -0.01 0.01 0.00 0.35
H 1.2111 0.0691 6.3985 0.01 -0.01 0.01 0.48
H 0.5690 0.8357 4.9515 -0.01 0.00 0.00 0.29
H 1.1837 -0.8353 4.8880 0.01 -0.01 0.00 0.26
H -3.2642 -1.6472 5.8396 -0.01 0.01 0.00 0.51
H -4.7303 -2.1761 3.9606 0.00 0.00 0.00 0.45
H -0.1941 -0.2613 3.1837 -0.01 0.00 -0.01 0.33
H -4.2817 -1.8890 -2.0415 0.00 0.00 0.01 0.51
H -3.7096 -1.3775 -4.3858 0.01 0.00 0.00 0.44
H -1.6051 -0.2217 -4.9367 0.00 0.00 0.00 0.48
H -0.0431 0.4580 -3.1535 0.00 0.02 -0.01 0.51
C 2.9384 -0.5859 -2.1815 0.02 -0.02 -0.01 -1.41
C 2.6393 0.7509 -1.5875 -0.12 0.06 0.02 0.64
C 3.4767 1.8549 -1.7126 0.05 0.06 0.00 -0.79
C 3.1284 3.0648 -1.1294 0.09 -0.02 -0.02 -0.67
C 1.9433 3.2134 -0.4132 -0.14 -0.06 -0.09 -0.72
C 1.1353 2.0999 -0.3653 -0.13 -0.04 0.08 0.69
N 1.4922 0.9193 -0.9248 -0.06 0.18 0.09 0.23
N -0.0906 1.8411 0.2769 -0.22 0.16 -0.52 -0.06
Si -1.4366 3.0699 0.4738 0.04 0.03 0.12 -0.06
C -0.9594 4.1081 1.9332 0.00 0.06 -0.05 -0.99
C -3.0134 2.1408 0.7589 0.08 -0.10 0.00 -0.73
C -1.4748 4.0316 -1.1140 0.06 -0.04 -0.03 -1.08
H 2.7550 -0.5675 -3.2577 -0.01 0.00 0.00 0.35
H 2.3120 -1.3619 -1.7440 0.00 0.01 0.00 0.17
H 3.9855 -0.8473 -2.0367 0.00 0.01 0.00 0.46
H 4.4023 1.7569 -2.2620 0.00 0.00 0.01 0.56
H 3.7970 3.9102 -1.2254 0.00 0.00 0.00 0.45
H 1.6639 4.1419 0.0619 0.02 0.00 -0.01 0.54
H -0.8801 3.5273 2.8533 -0.01 -0.03 -0.02 0.29
H -1.7337 4.8653 2.0816 0.03 0.02 0.04 0.37
H -0.0171 4.6369 1.7788 -0.01 0.01 0.03 0.35
H -2.9923 1.5592 1.6829 -0.01 -0.02 -0.02 0.18
H -3.2458 1.4865 -0.0836 -0.04 0.00 0.02 0.17
H -3.8304 2.8604 0.8453 0.01 0.04 0.00 0.55
H -0.5715 4.6248 -1.2647 0.00 0.00 -0.01 0.36
H -2.3173 4.7265 -1.0967 -0.01 0.00 0.01 0.44
H -1.6039 3.3815 -1.9825 -0.01 -0.01 0.02 0.35
S 4.2492 -3.9669 3.2962 -0.12 -0.08 -0.02 -0.11
C 3.0688 -2.9391 2.4440 0.02 -0.03 0.00 0.11
C 1.9683 -3.4935 1.7965 0.04 -0.04 -0.03 -0.71
C 1.0927 -2.6667 1.1229 0.02 0.03 0.12 -0.44
N 1.2794 -1.3394 1.0601 -0.25 -0.23 -0.08 0.02
C 2.3376 -0.7948 1.6777 0.08 -0.01 -0.01 -0.26
C 3.2470 -1.5608 2.3757 -0.05 0.09 0.04 -0.90
C 3.6436 -3.6924 4.9602 0.10 0.07 0.04 0.32
C 4.1612 -2.6603 5.7280 -0.04 -0.02 -0.01 -0.09
C 3.6839 -2.5095 7.0235 0.01 0.06 0.06 -0.56
N 2.7651 -3.3019 7.5671 0.00 0.01 -0.08 -0.51
C 2.2978 -4.3004 6.8238 -0.04 -0.02 0.02 -0.57
C 2.7007 -4.5422 5.5164 0.02 -0.02 -0.02 -0.07
H 1.7960 -4.5604 1.8170 0.00 0.00 0.01 0.53
H 0.2158 -3.0656 0.6271 0.01 0.01 0.00 0.54
H 2.4498 0.2812 1.6041 0.02 -0.01 -0.01 0.53
H 4.0907 -1.0883 2.8592 0.00 0.00 -0.01 0.44
H 4.9296 -2.0050 5.3410 0.01 0.00 0.02 0.45
H 4.0695 -1.7180 7.6560 0.00 0.00 0.00 0.40
H 1.5654 -4.9462 7.2945 0.00 -0.01 0.00 0.41
H 2.3083 -5.3847 4.9634 -0.02 0.01 0.00 0.44